one:
The following is a DFT calculation (ωB97M-V/def2-TZVPD) of 2 unconnected molecules or ions with the total composition C3H7O3.

Structure (ORCA input):
```
! wB97M-V def2-TZVPD RIJCOSX def2/J DEFGRID3
* xyz -1 1
C 0.64 -2.33 -1.07
C 0.20 -0.94 -0.88
O 0.25 -0.56 0.33
O -0.32 -0.38 -1.82
H 0.66 -2.87 -0.11
H 1.51 -2.57 -1.75
H -0.06 -2.93 -1.70
C -0.31 2.55 1.23
O -0.41 1.37 1.92
H -0.23 0.46 1.20
H 0.55 2.74 0.57
H -1.29 2.58 0.59
H -0.41 3.37 2.04
*
```

Output
HOMO level   -4.689 eV
LUMO energy   4.23 eV
Gap between HOMO and LUMO   8.9 eV

Partial atomic charges computed with the Mulliken method, in multiples of e:
1 C -0.847
2 C 0.629
3 O -0.715
4 O -0.694
5 H 0.270
6 H 0.216
7 H 0.251
8 C -0.491
9 O -0.634
10 H 0.445
11 H 0.211
12 H 0.166
13 H 0.193

---

two:
The following is a DFT calculation (ωB97M-V/def2-TZVPD) of 2 unconnected molecules or ions with the total composition C3H7O3.

Structure (ORCA input):
```
! wB97M-V def2-TZVPD RIJCOSX def2/J DEFGRID3
* xyz -1 1
O -0.47 1.02 0.55
C 0.19 0.31 -0.26
O 1.07 0.74 -1.03
C -0.24 -1.16 -0.29
C 0.96 -2.08 -0.67
H -0.53 -1.51 0.69
H -0.89 -1.20 -1.16
H 1.41 -1.84 -1.63
H 1.80 -2.04 0.03
H 0.63 -3.12 -0.69
H -2.01 3.96 1.36
H -0.73 3.13 1.29
O -1.18 3.80 1.82
*
```

Output
HOMO level   -4.060 eV
LUMO energy   4.19 eV
Gap between HOMO and LUMO   8.3 eV

Partial atomic charges computed with the Mulliken method, in multiples of e:
1 O -0.736
2 C 0.373
3 O -0.725
4 C -0.175
5 C -1.123
6 H 0.274
7 H 0.175
8 H 0.286
9 H 0.309
10 H 0.334
11 H 0.280
12 H 0.399
13 O -0.671

---

three:
The following is a DFT calculation (ωB97M-V/def2-TZVPD) of 2 unconnected molecules or ions with the total composition C3H7O3.

Structure (ORCA input):
```
! wB97M-V def2-TZVPD RIJCOSX def2/J DEFGRID3
* xyz -1 1
O 2.28 1.63 2.95
C 1.14 1.21 2.67
O 0.65 0.95 1.55
H 0.45 1.04 3.54
H -0.88 0.26 0.80
C -0.19 -0.32 -0.81
O -1.35 -0.14 0.02
C -0.63 -0.98 -2.10
H 0.57 -0.88 -0.27
H 0.25 0.67 -0.95
H 0.13 -1.35 -2.78
H -1.16 -0.23 -2.70
H -1.25 -1.86 -1.93
*
```

Output
HOMO level   -4.429 eV
LUMO energy   3.92 eV
Gap between HOMO and LUMO   8.3 eV

Partial atomic charges computed with the Mulliken method, in multiples of e:
1 O -0.658
2 C -0.038
3 O -0.595
4 H 0.233
5 H 0.462
6 C -0.052
7 O -0.573
8 C -1.131
9 H 0.251
10 H 0.206
11 H 0.364
12 H 0.252
13 H 0.281

---

The structure with the greatest stability is two.

---

one:
The following is a DFT calculation (ωB97M-V/def2-TZVPD) of 2 unconnected molecules or ions with the total composition C3H7O3.

Structure (ORCA input):
```
! wB97M-V def2-TZVPD RIJCOSX def2/J DEFGRID3
* xyz -1 1
C 0.59 2.83 -0.04
O 1.07 1.59 -0.43
H 0.37 0.97 -0.64
H 1.24 3.61 -0.47
H 0.53 2.93 1.04
H -0.39 3.17 -0.39
C 0.80 -1.41 -0.36
C -0.61 -1.23 0.20
O -1.19 -0.19 -0.23
O -1.05 -2.05 1.03
H 1.00 -2.39 -0.79
H 1.55 -0.95 0.30
H 1.04 -0.77 -1.23
*
```

Output
HOMO level   -4.171 eV
LUMO energy   3.93 eV
Gap between HOMO and LUMO   8.1 eV

Partial atomic charges computed with the Mulliken method, in multiples of e:
1 C -0.637
2 O -0.482
3 H 0.305
4 H 0.251
5 H 0.232
6 H 0.258
7 C -1.037
8 C 0.726
9 O -0.782
10 O -0.727
11 H 0.326
12 H 0.244
13 H 0.324

---

two:
The following is a DFT calculation (ωB97M-V/def2-TZVPD) of 2 unconnected molecules or ions with the total composition C3H7O3.

Structure (ORCA input):
```
! wB97M-V def2-TZVPD RIJCOSX def2/J DEFGRID3
* xyz -1 1
C 2.00 1.87 0.48
O 0.83 1.77 -0.25
H 2.25 2.94 0.61
H 1.92 1.41 1.48
H 2.85 1.40 -0.02
O -0.68 -1.49 1.15
C -0.76 -1.06 -0.02
O -2.02 -0.58 -0.41
C 0.21 -1.00 -1.02
H -2.52 -0.61 0.42
H -0.14 -0.85 -2.04
H 1.07 -1.63 -0.88
H 0.66 0.82 -0.49
*
```

Output
HOMO level   -2.849 eV
LUMO energy   4.15 eV
Gap between HOMO and LUMO   7.0 eV

Partial atomic charges computed with the Mulliken method, in multiples of e:
1 C -0.591
2 O -0.568
3 H 0.200
4 H 0.220
5 H 0.244
6 O -0.769
7 C 0.987
8 O -0.508
9 C -1.290
10 H 0.282
11 H 0.280
12 H 0.239
13 H 0.274

---

three:
The following is a DFT calculation (ωB97M-V/def2-TZVPD) of 2 unconnected molecules or ions with the total composition C3H7O3.

Structure (ORCA input):
```
! wB97M-V def2-TZVPD RIJCOSX def2/J DEFGRID3
* xyz -1 1
C -0.94 0.94 -0.31
O -1.59 -0.02 0.51
C -0.13 0.28 -1.44
H -1.65 1.65 -0.68
H -0.30 1.60 0.34
H -0.84 -0.67 0.74
H -0.66 -0.53 -1.88
H 0.12 1.02 -2.21
H 0.79 -0.06 -1.05
O 1.76 0.11 1.38
C 1.31 -1.08 1.49
O 0.34 -1.57 0.83
H 1.79 -1.67 2.30
*
```

Output
HOMO level   -4.671 eV
LUMO energy   4.44 eV
Gap between HOMO and LUMO   9.1 eV

Partial atomic charges computed with the Mulliken method, in multiples of e:
1 C -0.304
2 O -0.664
3 C -0.958
4 H 0.385
5 H 0.182
6 H 0.448
7 H 0.271
8 H 0.342
9 H 0.258
10 O -0.656
11 C -0.015
12 O -0.708
13 H 0.418

---

The structure with the greatest stability is three.

---

one:
The following is a DFT calculation (ωB97M-V/def2-TZVPD) of 2 unconnected molecules or ions with the total composition C4H14N.

Structure (ORCA input):
```
! wB97M-V def2-TZVPD RIJCOSX def2/J DEFGRID3
* xyz 1 1
C -0.75 4.71 0.00
C -1.52 3.71 1.01
H -1.34 5.14 -0.75
H 0.00 3.96 -0.41
H -0.29 5.54 0.46
H -1.61 2.69 0.74
H -0.81 3.76 1.90
H -2.44 3.99 1.45
C -0.26 -3.57 0.00
N 0.52 -2.52 -0.78
C 1.93 -2.31 -0.22
H -1.43 -3.34 -0.13
H 0.26 -4.51 -0.46
H 0.05 -3.47 1.01
H 0.14 -1.66 -1.04
H 0.66 -3.02 -1.73
H 2.47 -1.56 -0.86
H 2.34 -3.29 -0.33
H 1.96 -1.86 0.83
*
```

Output
HOMO level   -13.546 eV
LUMO energy   -3.92 eV
Gap between HOMO and LUMO   9.6 eV

Partial atomic charges computed with the Mulliken method, in multiples of e:
1 C -0.756
2 C -0.837
3 H 0.283
4 H 0.198
5 H 0.295
6 H 0.272
7 H 0.227
8 H 0.320
9 C -0.612
10 N -0.293
11 C -0.776
12 H 0.314
13 H 0.292
14 H 0.309
15 H 0.353
16 H 0.390
17 H 0.338
18 H 0.357
19 H 0.327

---

two:
The following is a DFT calculation (ωB97M-V/def2-TZVPD) of 2 unconnected molecules or ions with the total composition C4H14N.

Structure (ORCA input):
```
! wB97M-V def2-TZVPD RIJCOSX def2/J DEFGRID3
* xyz 1 1
C -0.54 -2.19 0.31
C 1.00 -2.29 0.34
H -0.94 -3.06 0.82
H -0.92 -1.30 0.83
H -0.95 -2.07 -0.69
H 1.53 -1.35 0.54
H 1.36 -2.98 1.09
H 1.34 -2.61 -0.65
C -0.20 2.23 -0.10
C -1.18 1.50 -1.01
N 0.87 1.29 0.44
H 0.32 3.05 -0.58
H -0.66 2.66 0.79
H -0.97 0.45 -1.17
H -1.20 2.00 -1.97
H 1.46 0.98 -0.33
H 1.42 1.69 1.20
H 0.41 0.43 0.76
H -2.18 1.57 -0.61
*
```

Output
HOMO level   -15.611 eV
LUMO energy   -3.64 eV
Gap between HOMO and LUMO   12.0 eV

Partial atomic charges computed with the Mulliken method, in multiples of e:
1 C -0.800
2 C -0.681
3 H 0.308
4 H 0.222
5 H 0.278
6 H 0.138
7 H 0.327
8 H 0.257
9 C -0.368
10 C -0.950
11 N -0.304
12 H 0.397
13 H 0.331
14 H 0.288
15 H 0.333
16 H 0.416
17 H 0.353
18 H 0.153
19 H 0.301

---

The structure with the greatest stability is two.

---

one:
The following is a DFT calculation (ωB97M-V/def2-TZVPD) of 2 unconnected molecules or ions with the total composition C4H14N.

Structure (ORCA input):
```
! wB97M-V def2-TZVPD RIJCOSX def2/J DEFGRID3
* xyz 1 1
C 1.26 1.32 -3.28
C 0.84 2.76 -3.03
H 0.37 0.75 -3.55
H 1.79 0.81 -2.48
H 1.88 1.22 -4.16
H 0.11 2.85 -2.23
H 1.66 3.46 -2.88
H 0.35 3.14 -3.94
C -1.05 -1.80 3.31
C -0.57 -1.93 1.87
N -0.48 -0.55 1.17
H -1.34 -2.81 3.62
H -0.23 -1.50 3.97
H -1.96 -1.20 3.33
H 0.40 -2.38 1.75
H -1.30 -2.48 1.29
H 0.48 -0.20 1.07
H -0.99 0.20 1.64
H -0.88 -0.71 0.25
*
```

Output
HOMO level   -14.404 eV
LUMO energy   -3.93 eV
Gap between HOMO and LUMO   10.5 eV

Partial atomic charges computed with the Mulliken method, in multiples of e:
1 C -0.823
2 C -0.780
3 H 0.264
4 H 0.249
5 H 0.303
6 H 0.246
7 H 0.284
8 H 0.260
9 C -1.094
10 C -0.297
11 N -0.356
12 H 0.314
13 H 0.342
14 H 0.397
15 H 0.316
16 H 0.314
17 H 0.360
18 H 0.349
19 H 0.353

---

two:
The following is a DFT calculation (ωB97M-V/def2-TZVPD) of 2 unconnected molecules or ions with the total composition C4H14N.

Structure (ORCA input):
```
! wB97M-V def2-TZVPD RIJCOSX def2/J DEFGRID3
* xyz 1 1
C -0.42 -2.60 1.11
N -0.29 -1.98 -0.29
H -0.99 -1.89 1.77
H -0.84 -3.63 1.02
H 0.66 -2.55 1.49
H 0.69 -1.79 -0.49
H -0.80 -1.07 -0.38
H -0.64 -2.63 -1.01
C 0.30 2.05 0.96
C -0.25 1.91 -0.43
C 0.67 1.02 -1.35
H 1.03 2.83 0.93
H 0.65 1.06 1.52
H -0.46 2.49 1.58
H -0.35 2.80 -1.12
H -1.22 1.42 -0.36
H 0.12 1.04 -2.27
H 1.57 1.59 -1.40
H 0.79 -0.06 -1.00
*
```

Output
HOMO level   -14.671 eV
LUMO energy   -3.84 eV
Gap between HOMO and LUMO   10.8 eV

Partial atomic charges computed with the Mulliken method, in multiples of e:
1 C -0.670
2 N -0.377
3 H 0.299
4 H 0.333
5 H 0.295
6 H 0.419
7 H 0.336
8 H 0.354
9 C -1.004
10 C -0.366
11 C -0.848
12 H 0.354
13 H 0.186
14 H 0.339
15 H 0.310
16 H 0.330
17 H 0.369
18 H 0.424
19 H -0.081

---

The structure with the greatest stability is one.

---

one:
The following is a DFT calculation (ωB97M-V/def2-TZVPD) of 2 unconnected molecules or ions with the total composition C3H9O2S.

Structure (ORCA input):
```
! wB97M-V def2-TZVPD RIJCOSX def2/J DEFGRID3
* xyz -1 1
C -1.39 0.36 0.22
O -1.69 -0.97 0.10
C 0.14 0.71 0.51
C 0.98 0.37 -0.68
S 1.05 1.72 -1.98
H -1.80 0.86 1.14
H -1.66 0.79 -0.75
H 0.26 1.83 0.78
H 0.48 0.15 1.37
H 0.46 -0.41 -1.23
H 1.98 0.10 -0.43
H 2.34 1.54 -2.43
H -0.31 -3.09 1.64
H -0.95 -1.53 0.63
O 0.11 -2.42 1.10
*
```

Output
HOMO level   -3.741 eV
LUMO energy   3.13 eV
Gap between HOMO and LUMO   6.9 eV

Partial atomic charges computed with the Mulliken method, in multiples of e:
1 C -0.454
2 O -0.564
3 C -0.817
4 C -0.557
5 S -0.296
6 H 0.217
7 H 0.308
8 H 0.374
9 H 0.387
10 H 0.339
11 H 0.414
12 H 0.093
13 H 0.148
14 H 0.436
15 O -1.028

---

two:
The following is a DFT calculation (ωB97M-V/def2-TZVPD) of 2 unconnected molecules or ions with the total composition C3H9O2S.

Structure (ORCA input):
```
! wB97M-V def2-TZVPD RIJCOSX def2/J DEFGRID3
* xyz -1 1
C 1.03 0.90 0.57
O 1.54 0.14 -0.45
C -0.51 1.03 0.49
C -1.12 -0.36 0.48
S -2.89 -0.42 0.88
H 1.29 0.44 1.54
H 1.43 1.94 0.58
H -0.72 1.61 -0.41
H -0.79 1.53 1.39
H -0.89 -0.82 -0.48
H -0.57 -1.01 1.17
H -3.31 0.27 -0.19
H 2.39 -2.29 -2.04
H 1.58 -1.07 -1.49
O 1.52 -1.91 -2.06
*
```

Output
HOMO level   -3.164 eV
LUMO energy   3.23 eV
Gap between HOMO and LUMO   6.4 eV

Partial atomic charges computed with the Mulliken method, in multiples of e:
1 C -0.804
2 O -0.870
3 C -0.392
4 C -0.614
5 S -0.273
6 H 0.331
7 H 0.263
8 H 0.343
9 H 0.303
10 H 0.235
11 H 0.375
12 H 0.085
13 H 0.241
14 H 0.520
15 O -0.742

---

three:
The following is a DFT calculation (ωB97M-V/def2-TZVPD) of a molecular structure, C3H9O2S.

Structure (ORCA input):
```
! wB97M-V def2-TZVPD RIJCOSX def2/J DEFGRID3
* xyz -1 1
C -0.29 -0.11 1.93
O 0.11 1.13 1.46
C -1.14 -0.89 0.89
C -0.31 -1.39 -0.38
S -0.15 -0.21 -1.80
H 0.63 -0.65 2.16
H -0.83 0.00 2.87
H -1.85 -0.12 0.59
H -1.61 -1.80 1.29
H 0.74 -1.67 -0.07
H -0.84 -2.32 -0.51
H 0.58 0.67 -0.82
H 1.13 2.18 -0.53
H 0.97 1.23 0.77
O 1.73 1.47 -0.26
*
```

Output
HOMO level   -4.043 eV
LUMO energy   3.87 eV
Gap between HOMO and LUMO   7.9 eV

Partial atomic charges computed with the Mulliken method, in multiples of e:
1 C -0.524
2 O -0.700
3 C -0.527
4 C -0.714
5 S -0.452
6 H 0.292
7 H 0.273
8 H 0.235
9 H 0.411
10 H 0.275
11 H 0.358
12 H 0.217
13 H 0.317
14 H 0.477
15 O -0.938

---

The structure with the greatest stability is two.

---

one:
The following is a DFT calculation (ωB97M-V/def2-TZVPD) of 2 unconnected molecules or ions with the total composition C3H9O2.

Structure (ORCA input):
```
! wB97M-V def2-TZVPD RIJCOSX def2/J DEFGRID3
* xyz -1 1
C -0.31 0.41 0.82
O 0.27 -0.75 1.19
C 0.71 1.54 0.59
C 1.81 1.24 -0.39
H -0.81 0.31 -0.20
H -1.10 0.73 1.54
H 0.18 2.41 0.15
H 1.07 2.04 1.50
H 2.13 2.07 -1.04
H 2.78 1.00 0.08
H 1.59 0.39 -1.04
H -1.72 -1.88 -2.40
H -1.68 -1.95 -0.93
O -2.20 -2.28 -1.66
*
```

Output
HOMO level   -2.285 eV
LUMO energy   4.16 eV
Gap between HOMO and LUMO   6.4 eV

Partial atomic charges computed with the Mulliken method, in multiples of e:
1 C -0.339
2 O -0.877
3 C -0.398
4 C -1.001
5 H 0.013
6 H 0.223
7 H 0.213
8 H 0.357
9 H 0.344
10 H 0.226
11 H 0.256
12 H 0.303
13 H 0.376
14 O -0.697

---

two:
The following is a DFT calculation (ωB97M-V/def2-TZVPD) of 2 unconnected molecules or ions with the total composition C3H9O2.

Structure (ORCA input):
```
! wB97M-V def2-TZVPD RIJCOSX def2/J DEFGRID3
* xyz -1 1
C 1.16 0.73 1.32
O 0.44 1.37 0.41
C 1.12 -0.81 1.18
C 2.16 -1.56 2.01
H 2.21 1.16 1.48
H 0.89 0.90 2.42
H 0.14 -1.19 1.48
H 1.18 -1.10 0.11
H 1.81 -2.59 2.23
H 3.15 -1.71 1.58
H 2.36 -0.98 2.93
H -3.72 -0.25 -4.59
H -4.88 0.17 -3.76
O -4.20 0.54 -4.34
*
```

Output
HOMO level   -1.877 eV
LUMO energy   3.02 eV
Gap between HOMO and LUMO   4.9 eV

Partial atomic charges computed with the Mulliken method, in multiples of e:
1 C -0.513
2 O -0.864
3 C -0.233
4 C -1.024
5 H 0.172
6 H 0.123
7 H 0.202
8 H 0.294
9 H 0.300
10 H 0.268
11 H 0.275
12 H 0.316
13 H 0.316
14 O -0.633

---

The structure with the greatest stability is one.

---

one:
The following is a DFT calculation (ωB97M-V/def2-TZVPD) of 2 unconnected molecules or ions with the total composition C3H9O2.

Structure (ORCA input):
```
! wB97M-V def2-TZVPD RIJCOSX def2/J DEFGRID3
* xyz -1 1
C 1.26 -1.87 1.53
O 1.09 -1.36 0.27
H 2.06 -1.36 2.14
H 1.55 -2.99 1.44
H 0.33 -1.95 2.13
C -0.92 0.49 -0.86
O -0.62 0.45 0.53
C -0.79 1.93 -1.34
H -1.98 0.17 -0.89
H -0.16 -0.06 -1.39
H 0.03 -0.39 0.65
H -1.57 2.67 -1.11
H -0.30 1.79 -2.32
H 0.01 2.48 -0.78
*
```

Output
HOMO level   -2.981 eV
LUMO energy   4.34 eV
Gap between HOMO and LUMO   7.3 eV

Partial atomic charges computed with the Mulliken method, in multiples of e:
1 C -0.685
2 O -0.815
3 H 0.161
4 H 0.189
5 H 0.208
6 C -0.179
7 O -0.648
8 C -1.038
9 H 0.175
10 H 0.280
11 H 0.459
12 H 0.304
13 H 0.300
14 H 0.289

---

two:
The following is a DFT calculation (ωB97M-V/def2-TZVPD) of 2 unconnected molecules or ions with the total composition C3H9O2.

Structure (ORCA input):
```
! wB97M-V def2-TZVPD RIJCOSX def2/J DEFGRID3
* xyz -1 1
C 1.01 2.13 -0.39
O 0.82 1.28 -1.42
H 1.21 3.19 -0.69
H 1.77 1.79 0.36
H 0.02 2.10 0.15
C -0.46 -1.38 0.96
O 0.73 -0.39 0.88
C -0.90 -1.45 -0.57
H -1.18 -0.93 1.69
H -0.04 -2.33 1.24
H 0.44 0.32 0.21
H -1.07 -0.35 -0.80
H -1.97 -1.80 -0.42
H -0.37 -2.18 -1.19
*
```

Output
HOMO level   -2.158 eV
LUMO energy   4.11 eV
Gap between HOMO and LUMO   6.3 eV

Partial atomic charges computed with the Mulliken method, in multiples of e:
1 C -0.667
2 O -0.837
3 H 0.244
4 H 0.126
5 H 0.165
6 C -0.288
7 O -0.554
8 C -0.854
9 H 0.226
10 H 0.254
11 H 0.311
12 H 0.379
13 H 0.274
14 H 0.222

---

The structure with the greatest stability is one.